9
Properties=species:S:1:pos:R:3 method="wB97M-V/def2-TZVPD" e_tot_ev=-6700.688 total_charge=+1 largest_force_ev_per_a=6.205 gap_ev="8.31 / 8.31"
C 0.581 0.707 0.945
C -0.579 -0.274 0.821
C -0.029 -0.388 -1.409
N 1.100 1.005 -0.135
O -0.736 -0.708 -0.312
H 0.728 1.046 1.962
H -1.102 -0.562 1.785
H -0.644 0.246 -2.034
H 0.679 -1.072 -1.624

7
Properties=species:S:1:pos:R:3 method="wB97M-V/def2-TZVPD" e_tot_ev=-25116.248 s2=12.008 total_charge=+1 largest_force_ev_per_a=1.815 spin_multiplicity=7 gap_ev="8.01 / 8.52"
O 0.031 -1.221 0.020
O -0.321 0.933 0.047
C -0.774 -0.249 -0.005
Sm 2.023 0.222 0.044
C -3.210 0.355 0.040
C -2.231 -0.490 -0.090
H -2.667 -1.510 0.067

54
Properties=species:S:1:pos:R:3 method="wB97M-V/def2-TZVPD" e_tot_ev=-106110.417 largest_force_ev_per_a=2.222 gap_ev=7.40
C 4.527 -0.265 -0.194
C 3.989 1.122 -0.600
C 3.052 1.671 0.467
C 2.394 2.985 0.062
C 1.155 2.779 -0.817
C -0.144 3.214 -0.137
C -1.381 2.554 -0.754
C -2.060 1.502 0.115
N -1.425 0.202 0.016
C -1.482 -0.774 -0.918
N -2.224 -0.866 -2.025
O -3.146 0.068 -2.438
C -2.084 -2.123 -2.747
C -2.909 -3.289 -2.074
C -2.012 -4.426 -1.555
Br -4.096 -2.628 -0.677
N -0.687 -1.770 -0.623
C -0.153 -1.491 0.536
N -0.547 -0.283 0.976
P -0.039 0.474 2.483
C -1.469 0.237 3.603
C 1.259 -0.608 3.135
H 5.608 -0.281 -0.112
H 4.188 -1.045 -0.863
H 4.151 -0.521 0.794
H 3.443 0.979 -1.528
H 4.808 1.815 -0.758
H 2.282 0.919 0.630
H 3.636 1.809 1.373
H 2.086 3.492 0.975
H 3.122 3.625 -0.424
H 1.052 1.730 -1.094
H 1.278 3.364 -1.723
H -0.206 4.294 -0.233
H -0.099 3.011 0.929
H -2.113 3.327 -0.970
H -1.121 2.113 -1.711
H -2.102 1.830 1.146
H -3.080 1.423 -0.239
H -3.873 -0.006 -1.799
H -1.030 -2.349 -2.777
H -2.399 -1.959 -3.771
H -3.556 -3.682 -2.843
H -2.013 -5.226 -2.298
H -0.990 -4.119 -1.435
H -2.340 -4.852 -0.619
H 0.505 -2.155 1.061
H -1.434 -0.730 4.097
H -2.369 0.245 2.998
H -1.505 1.032 4.332
H 2.030 -0.828 2.406
H 0.866 -1.541 3.527
H 1.720 -0.038 3.934
F -1.063 -3.960 1.161

23
Properties=species:S:1:pos:R:3 method="wB97M-V/def2-TZVPD" e_tot_ev=-10449.645 total_charge=+1 largest_force_ev_per_a=1.312 gap_ev=9.26
C -2.206 -1.166 -0.197
C -1.086 -0.177 0.012
C 0.275 -0.868 0.147
C 1.348 0.071 0.613
C 2.183 -0.230 1.608
N 1.340 1.331 -0.007
N -1.276 0.610 1.294
H -2.479 -1.629 0.759
H -3.097 -0.747 -0.663
H -1.942 -2.041 -0.789
H -1.114 0.570 -0.773
H 0.531 -1.157 -0.866
H 0.184 -1.767 0.750
H 2.107 -1.116 2.224
H 3.152 0.249 1.698
H 1.444 1.397 -1.017
H 2.035 1.917 0.438
H -2.219 0.992 1.381
H -0.600 1.383 1.284
H -1.025 0.029 2.096
H 1.276 0.241 -3.596
H 0.192 1.206 -3.444
O 0.975 0.900 -2.952

71
Properties=species:S:1:pos:R:3 method="wB97M-V/def2-TZVPD" e_tot_ev=-60113.065 s2=16.090 total_charge=+2 largest_force_ev_per_a=4.898 spin_multiplicity=8 gap_ev="7.73 / 4.91"
C -0.809 -2.550 0.596
H -1.573 -3.307 0.322
H 0.160 -2.874 0.102
H -1.552 -1.280 -0.424
C -0.716 -2.404 2.116
H 0.184 -1.829 2.446
H -1.606 -1.819 2.469
C -0.677 -3.746 2.844
H -0.617 -3.596 3.926
H -1.605 -4.325 2.633
H 0.189 -4.342 2.530
C 1.378 1.373 -0.615
C 2.044 0.790 0.504
C 2.293 -0.591 0.199
C 1.746 -0.856 -1.101
C 1.173 0.353 -1.595
C 0.626 0.587 -2.955
C 1.918 -2.118 -1.868
C 3.077 -1.554 1.020
C 2.428 1.518 1.740
C 1.094 2.816 -0.795
Gd -0.289 -0.472 0.593
H 1.305 -2.116 -2.773
H 2.967 -2.256 -2.183
H 1.645 -3.002 -1.280
H 0.370 -0.357 -3.451
H -0.283 1.199 -2.921
H 1.348 1.112 -3.600
H 0.772 3.287 0.140
H 1.977 3.355 -1.153
H 0.291 2.979 -1.530
H 2.626 0.827 2.570
H 3.340 2.112 1.578
H 1.644 2.211 2.063
H 2.590 -2.536 1.073
H 4.079 -1.718 0.588
H 3.213 -1.190 2.037
C -6.475 1.245 3.319
C -6.054 0.119 2.600
C -4.972 0.208 1.717
C -4.303 1.432 1.559
C -4.735 2.566 2.258
C -5.815 2.469 3.143
Sb -2.565 1.470 0.300
C -3.393 0.990 -1.651
C -2.826 -0.031 -2.436
C -3.453 -0.428 -3.619
C -4.642 0.183 -4.034
C -5.200 1.212 -3.252
C -4.572 1.616 -2.061
C -1.979 3.538 0.504
C -2.199 4.455 -0.530
C -1.784 5.787 -0.377
C -1.159 6.203 0.801
C -0.937 5.283 1.838
C -1.343 3.949 1.683
H -7.315 1.169 4.013
H -6.567 -0.837 2.725
H -4.652 -0.674 1.160
H -4.231 3.526 2.118
H -6.137 3.353 3.695
H -1.914 -0.542 -2.121
H -3.006 -1.228 -4.219
H -5.132 -0.135 -4.951
H -6.122 1.695 -3.565
H -5.020 2.407 -1.459
H -2.694 4.141 -1.453
H -1.958 6.498 -1.186
H -0.844 7.243 0.922
H -0.459 5.597 2.762
H -1.164 3.241 2.499

24
Properties=species:S:1:pos:R:3 method="wB97M-V/def2-TZVPD" e_tot_ev=-23405.805 smiles=CSC.O.O.O.O.O largest_force_ev_per_a=1.628 gap_ev=8.46
C 1.217 -0.997 1.408
S 1.453 0.189 0.097
C 2.716 -0.508 -0.996
H 0.300 -1.591 1.325
H 1.044 -0.512 2.373
H 2.017 -1.714 1.576
H 3.495 -1.161 -0.613
H 2.199 -1.084 -1.763
H 3.174 0.347 -1.490
H 1.091 3.082 2.400
H -0.195 2.412 2.864
O 0.761 2.368 2.955
H -0.892 2.701 -0.880
H -1.689 3.747 -0.363
O -0.940 3.212 -0.058
H -0.961 0.093 -2.438
H -2.175 -0.298 -1.709
O -1.560 -0.658 -2.365
H -3.956 -0.394 1.156
H -2.384 -0.246 1.291
O -3.121 -0.370 0.697
H -0.552 -3.393 -1.219
H -0.688 -2.158 -2.161
O -0.353 -3.066 -2.087

76
Properties=species:S:1:pos:R:3 method="wB97M-V/def2-TZVPD" e_tot_ev=-50367.448 largest_force_ev_per_a=8.951 gap_ev=8.97
C 2.300 -3.760 -1.739
C 0.719 -3.363 -1.904
N 0.356 -1.961 -1.468
C -0.907 -1.910 -0.636
C -2.241 -1.684 -1.608
C -2.729 -0.100 -1.632
C -2.730 0.680 -3.110
O -2.030 0.421 -4.217
O -3.761 1.763 -2.978
C -4.401 1.715 -1.625
C -5.878 2.399 -1.427
C -5.631 3.760 -0.493
C -5.887 5.218 -1.266
N -5.203 3.687 0.839
C -4.374 0.061 -1.375
N -5.242 -0.408 -2.532
C -4.739 -0.438 0.150
C -5.548 -1.869 0.216
C 1.506 -1.223 -0.822
C 2.218 -0.033 -1.756
O 1.968 -1.395 0.420
H 2.455 -4.840 -2.224
H 3.056 -3.038 -2.266
H 2.568 -3.866 -0.593
H 0.476 -3.425 -3.070
H 0.080 -4.211 -1.402
H -0.835 -0.919 0.023
H -1.019 -2.809 0.105
H -3.082 -2.365 -1.142
H -1.996 -2.101 -2.677
H -2.177 0.661 -0.897
H -3.717 2.298 -0.869
H -6.662 1.697 -0.883
H -6.382 2.721 -2.458
H -6.490 4.978 -2.257
H -6.489 5.984 -0.611
H -4.828 5.597 -1.604
H -5.131 4.691 1.182
H -6.251 -0.475 -2.273
H -4.898 -1.299 -2.954
H -3.760 -0.477 0.819
H -5.409 0.427 0.626
H -6.221 -1.942 1.189
H -4.714 -2.717 0.307
H -6.223 -2.093 -0.718
H 1.593 0.951 -1.503
H 2.072 -0.283 -2.892
H 3.360 0.092 -1.531
C 5.511 -1.179 1.605
C 5.227 -1.791 0.383
C 6.267 -2.177 -0.464
C 7.594 -1.950 -0.074
C 7.882 -1.329 1.149
C 6.833 -0.944 1.987
N 8.693 -2.377 -0.949
O 8.397 -2.905 -2.031
O 9.852 -2.188 -0.554
H 4.697 -0.885 2.265
H 4.194 -1.969 0.092
H 6.030 -2.653 -1.413
H 8.907 -1.142 1.462
H 7.046 -0.464 2.940
C 0.268 1.223 3.137
C 0.185 2.063 4.248
C 1.331 2.691 4.738
C 2.561 2.473 4.103
C 2.650 1.624 2.992
C 1.497 0.999 2.512
N 3.765 3.150 4.598
O 3.649 3.879 5.595
O 4.828 2.958 3.989
H -0.629 0.740 2.754
H -0.776 2.231 4.730
H 1.249 3.343 5.605
H 3.599 1.442 2.492
H 1.554 0.340 1.648

129
Properties=species:S:1:pos:R:3 method="wB97M-V/def2-TZVPD" e_tot_ev=-80261.372 smiles="C#CC1=CC(=O)C(CCCCOC=O)=C(B(O)OCC)C1=O.c1cc[nH]c1.c1cc[nH]c1.c1cc[nH]c1.c1cc[nH]c1.c1cc[nH]c1.c1cc[nH]c1.c1cc[nH]c1.c1cc[nH]c1.c1cc[nH]c1" largest_force_ev_per_a=1.165 gap_ev=6.19
C 0.862 3.741 6.372
C 1.101 3.360 5.262
C 1.366 2.924 3.966
C 0.756 3.396 2.885
C 1.115 2.789 1.588
O 0.280 2.527 0.742
C 2.554 2.454 1.435
C 3.184 2.662 0.100
C 2.699 3.934 -0.624
C 1.628 3.665 -1.693
C 0.536 4.717 -1.650
O -0.585 4.398 -2.487
C -1.431 3.451 -1.976
O -2.313 3.710 -1.218
C 3.161 1.956 2.512
B 4.661 1.450 2.543
O 5.668 2.337 2.611
O 4.921 0.098 2.526
C 4.569 -0.486 1.255
C 3.448 -1.491 1.361
C 2.374 1.846 3.755
O 2.490 0.925 4.539
H 0.487 4.186 7.259
H -0.008 4.155 2.937
H 4.263 2.727 0.205
H 2.945 1.822 -0.551
H 2.396 4.708 0.081
H 3.567 4.338 -1.138
H 1.198 2.676 -1.574
H 2.078 3.744 -2.679
H 0.220 4.927 -0.630
H 0.948 5.644 -2.038
H -1.256 2.432 -2.340
H 6.490 1.841 2.756
H 5.467 -0.968 0.879
H 4.307 0.277 0.524
H 2.936 -1.539 0.400
H 2.703 -1.194 2.092
H 3.811 -2.490 1.570
N 6.150 -1.791 -2.509
C 7.469 -1.432 -2.511
C 7.535 -0.064 -2.494
C 6.200 0.424 -2.477
C 5.371 -0.666 -2.485
H 5.807 -2.734 -2.524
H 8.246 -2.176 -2.525
H 8.438 0.522 -2.492
H 5.886 1.455 -2.459
H 4.295 -0.739 -2.473
N -1.376 -2.387 2.167
C -1.518 -2.871 3.448
C -0.570 -2.263 4.224
C 0.171 -1.387 3.381
C -0.347 -1.486 2.122
H -1.944 -2.665 1.389
H -2.279 -3.592 3.694
H -0.417 -2.422 5.276
H 0.994 -0.754 3.669
H -0.073 -0.989 1.205
N -2.139 -0.972 -0.941
C -1.237 -0.684 -1.931
C -1.931 -0.156 -2.986
C -3.304 -0.120 -2.614
C -3.399 -0.630 -1.349
H -1.909 -1.369 -0.052
H -0.186 -0.879 -1.799
H -1.504 0.170 -3.920
H -4.128 0.241 -3.207
H -4.251 -0.775 -0.707
N -3.309 -6.505 3.581
C -4.448 -5.745 3.582
C -5.376 -6.381 4.358
C -4.773 -7.574 4.847
C -3.498 -7.621 4.353
H -2.465 -6.270 3.091
H -4.499 -4.820 3.033
H -6.375 -6.033 4.557
H -5.225 -8.310 5.490
H -2.713 -8.347 4.486
N -5.678 3.381 -2.710
C -7.023 3.536 -2.514
C -7.647 3.358 -3.720
C -6.636 3.081 -4.682
C -5.436 3.103 -4.027
H -4.976 3.460 -1.997
H -7.419 3.759 -1.538
H -8.708 3.418 -3.894
H -6.777 2.889 -5.733
H -4.431 2.946 -4.382
N -0.874 -8.266 1.479
C 0.240 -7.522 1.193
C 1.034 -8.263 0.362
C 0.372 -9.502 0.135
C -0.802 -9.472 0.837
H -1.635 -7.984 2.067
H 0.372 -6.535 1.604
H 1.985 -7.954 -0.040
H 0.720 -10.319 -0.473
H -1.588 -10.200 0.933
N 0.064 -0.022 6.503
C -1.265 -0.222 6.289
C -1.864 -0.432 7.502
C -0.841 -0.352 8.492
C 0.338 -0.093 7.839
H 0.735 0.158 5.777
H -1.667 -0.192 5.294
H -2.912 -0.621 7.665
H -0.958 -0.468 9.556
H 1.340 0.044 8.209
N 3.087 0.197 -5.255
C 1.833 0.227 -4.708
C 0.967 0.676 -5.670
C 1.729 0.922 -6.844
C 3.032 0.616 -6.555
H 3.925 -0.083 -4.776
H 1.663 -0.070 -3.687
H -0.095 0.814 -5.551
H 1.362 1.283 -7.790
H 3.921 0.662 -7.161
N -2.040 5.375 -4.912
C -3.405 5.422 -4.970
C -3.757 6.168 -6.064
C -2.554 6.587 -6.693
C -1.514 6.079 -5.958
H -1.501 4.897 -4.208
H -4.010 4.925 -4.231
H -4.764 6.388 -6.378
H -2.462 7.189 -7.581
H -0.449 6.159 -6.092